# 1
Density functional theory data (wB97M-V/def2-TZVPD) for a structure of composition C3H7IN3O.

Gap between HOMO and LUMO: 7.553 eV
Net charge: +1
Total energy: -17833.522 eV
Molar mass: 228.0 g mol⁻¹
HOMO level: -12.854 eV
Relative energy (zero: lowest compared OMol25 entry of this formula, charge and spin): 27.3 kcal/mol

CARTESIAN COORDINATES (ANGSTROEM)
C (1.65319, 1.12714, 0.24786)
C (-1.11627, -0.26926, 0.35974)
C (-1.91279, -1.45051, 0.06352)
N (0.38502, 1.53802, -0.28534)
N (1.96552, -0.11323, -0.15222)
N (-0.72113, 0.72946, -0.37559)
O (2.25350, 1.81514, 1.05761)
I (3.93748, -0.59938, -0.05999)
H (-0.72797, -0.26115, 1.37085)
H (-2.65093, -1.68183, 0.84868)
H (-1.31281, -2.45896, 0.29367)
H (-2.30311, -1.32628, -0.96016)
H (0.39690, 2.56740, -0.20483)
H (-1.23420, 0.84440, -1.29612)
H (1.38760, -0.46095, -0.90769)


# 2
Density functional theory data (wB97M-V/def2-TZVPD) for a structure of composition C3H7INO.

Gap between HOMO and LUMO: 8.618 eV
Net charge: +1
Total energy: -14851.463 eV
Molar mass: 200.0 g mol⁻¹
HOMO level: -13.104 eV
Relative energy (zero: lowest compared OMol25 entry of this formula, charge and spin): 90.7 kcal/mol

CARTESIAN COORDINATES (ANGSTROEM)
C (-0.28767, -0.39415, -0.92762)
C (1.00064, -1.85708, 0.40347)
C (0.59897, 0.95425, -0.71879)
N (-0.04943, 1.64483, 0.52504)
O (-0.20939, -1.22750, 0.19974)
I (2.29759, 0.05082, -0.02006)
H (-1.39046, -0.21880, -1.20684)
H (0.17092, -0.81094, -1.72927)
H (1.09217, -2.35331, 1.43194)
H (1.17602, -2.53749, -0.41034)
H (-0.66007, 2.55502, 0.30177)
H (0.63467, 1.90910, 1.28323)
H (-0.65358, 1.02076, 1.09610)


# 3
Density functional theory data (wB97M-V/def2-TZVPD) for the ion C3H7INO with charge +1.

Gap between HOMO and LUMO (alpha / beta): 7.073 / 8.412 eV
Net charge: +1
Total energy: -14851.109 eV
Molar mass: 200.0 g mol⁻¹
HOMO level (alpha / beta): -11.866 / -12.640 eV
Relative energy (zero: lowest compared OMol25 entry of this formula, charge and spin): 98.9 kcal/mol

CARTESIAN COORDINATES (ANGSTROEM)
C (0.02775, 0.59702, 0.91252)
C (-2.03147, -0.35021, 0.67373)
C (1.09131, -0.43894, -0.99855)
N (1.18086, 0.81364, -0.03347)
O (-1.16183, 0.45770, 0.28875)
I (-3.89977, 0.09289, -0.31858)
H (0.34070, -0.11080, 1.73625)
H (-1.79840, -1.16236, 1.32563)
H (1.58749, -0.28827, -2.01836)
H (1.55088, -1.32298, -0.51001)
H (0.05105, -0.71093, -1.19410)
H (1.11326, 1.65681, -0.49019)
H (1.94817, 0.76642, 0.62640)


# 4
Density functional theory data (wB97M-V/def2-TZVPD) for an isolated molecule of C3H7IO.

Gap between HOMO and LUMO: 9.512 eV
Total energy: -13371.640 eV
Structure (SMILES): CC[C@@H](O)I
Molar mass: 186.0 g mol⁻¹
HOMO level: -9.064 eV
Relative energy (zero: lowest compared OMol25 entry of this formula, charge and spin): 13.2 kcal/mol

CARTESIAN COORDINATES (ANGSTROEM)
C (-0.90506, -0.21243, -0.23280)
C (0.45730, -0.53854, 0.31598)
C (1.32310, 0.57696, -0.38228)
O (1.20291, 1.82829, 0.20234)
I (3.52780, -0.11867, -0.01676)
H (-1.72932, -0.65028, 0.36795)
H (-0.99322, 0.79120, -0.37662)
H (-0.95722, -0.72402, -1.16968)
H (0.78298, -0.49358, 1.42066)
H (0.85439, -1.44117, -0.00108)
H (1.43935, 0.47780, -1.49654)
H (0.87691, 1.70510, 1.13635)


# 5
Density functional theory data (wB97M-V/def2-TZVPD) for an isolated molecule of C3H7N.

Gap between HOMO and LUMO: 10.341 eV
Total energy: -4712.697 eV
Structure (SMILES): C=NCC
Molar mass: 57.1 g mol⁻¹
HOMO level: -9.265 eV
Relative energy (zero: lowest compared OMol25 entry of this formula, charge and spin): 33.7 kcal/mol

CARTESIAN COORDINATES (ANGSTROEM)
C (1.03711, -1.20171, 0.91866)
N (0.99597, 0.07830, 0.88295)
C (-0.05100, 0.90541, 0.21149)
C (-0.78918, 0.31818, -0.96947)
H (0.25060, -1.88018, 0.40305)
H (1.64090, -1.75064, 1.64414)
H (-0.81960, 1.07768, 1.06978)
H (0.42593, 1.98060, -0.19260)
H (-0.89147, 1.07349, -1.79560)
H (-0.09471, -0.45041, -1.52810)
H (-1.70454, -0.15072, -0.64428)


# 6
Density functional theory data (wB97M-V/def2-TZVPD) for a cluster of 2 separate species, C3H7N2 in total.

Gap between HOMO and LUMO: 9.350 eV
Net charge: +1
Total energy: -6193.595 eV
Molar mass: 71.1 g mol⁻¹
HOMO level: -14.593 eV
Relative energy (zero: lowest compared OMol25 entry of this formula, charge and spin): 90.3 kcal/mol

CARTESIAN COORDINATES (ANGSTROEM)
C (0.52057, -0.51294, 0.54559)
C (-0.62162, 0.17775, -0.18052)
C (1.70913, -0.00591, 0.48138)
N (2.91551, 0.38176, 0.29517)
N (-1.59615, 0.33104, 0.63292)
H (0.20119, -1.03336, 1.37740)
H (-0.59858, 0.36841, -1.27372)
H (-3.64219, -0.90933, -1.31394)
H (3.49548, -0.19347, -0.36286)
H (3.20111, 1.25119, 0.47732)
H (-3.01932, -0.63873, -1.08799)
H (-2.56514, 0.78360, 0.40927)


# 7
Density functional theory data (wB97M-V/def2-TZVPD) for the ion C3H7N2 with charge +1.

Gap between HOMO and LUMO: 11.476 eV
Net charge: +1
Total energy: -6193.804 eV
Structure (SMILES): C[N+]1(N)C=C1
Molar mass: 71.1 g mol⁻¹
HOMO level: -15.433 eV
Relative energy (zero: lowest compared OMol25 entry of this formula, charge and spin): 85.5 kcal/mol

CARTESIAN COORDINATES (ANGSTROEM)
C (1.00413, 0.83832, 0.01447)
N (-0.07869, -0.14363, -0.01072)
N (0.21893, -1.49188, 0.04095)
C (-1.50103, 0.27427, 0.61191)
C (-1.34176, 0.20376, -0.66191)
H (1.36691, 1.02259, -0.99920)
H (0.65979, 1.77504, 0.45111)
H (1.83154, 0.45797, 0.61590)
H (0.60560, -1.85121, -0.82554)
H (0.79470, -1.74830, 0.83493)
H (-1.87750, 0.38615, 1.59968)
H (-1.68264, 0.27691, -1.67158)


# 8
Density functional theory data (wB97M-V/def2-TZVPD) for the ion C3H7N2 with charge +1.

Gap between HOMO and LUMO: 7.773 eV
Net charge: +1
Total energy: -6193.845 eV
Molar mass: 71.1 g mol⁻¹
HOMO level: -15.102 eV
Relative energy (zero: lowest compared OMol25 entry of this formula, charge and spin): 84.5 kcal/mol

CARTESIAN COORDINATES (ANGSTROEM)
C (-1.35470, -0.65479, -0.12456)
C (-1.43932, 0.74828, 0.05490)
C (1.05870, -0.67762, 0.06657)
N (-0.33298, -1.34160, -0.05264)
N (1.05720, 0.68130, -0.19169)
H (-2.26491, -1.18983, -0.21202)
H (-1.81948, 1.45469, -0.73818)
H (-1.10776, 1.18129, 0.97829)
H (1.22988, -0.92709, 1.11759)
H (1.79540, -1.31844, -0.33873)
H (1.57436, 0.81807, -1.07694)
H (1.60362, 1.22573, 0.51741)